No. 1
Here is a cluster of 5 separate species, C2H17N2O4 in total from the OMol25 dataset. Energies are from ωB97M-V/def2-TZVPD.

Values from the calculation:
- HOMO level (hartree) = -0.4732
- E_LUMO (eV) = -2.7535
- total charge = +1
- energy relative to the best compared isomer or geometry (same formula, charge and spin) (kJ/mol) = 41.49
- E (Eh) = -496.64017
- orbital gap (Ha) = 0.3720

Cartesian coordinates (Å):
N -1.001 -0.641 1.182
C -1.227 -1.113 -0.280
C -0.656 -0.044 -1.186
N -1.560 -0.006 -2.360
H -0.016 -0.409 1.385
H -1.619 0.161 1.377
H -1.243 -1.348 1.876
H -0.635 -2.027 -0.261
H -2.292 -1.291 -0.269
H -0.611 0.901 -0.652
H 0.365 -0.226 -1.515
H -1.433 0.840 -2.905
H -1.289 -0.747 -2.970
H -2.804 2.614 1.744
H -1.504 2.337 0.953
O -2.257 1.916 1.372
H 2.088 3.131 -0.301
H 2.081 1.981 -1.276
O 1.513 2.437 -0.645
H 1.851 -1.288 3.020
H 2.151 -0.862 1.560
O 1.585 -0.685 2.319
H 2.647 -2.547 -1.060
H 3.351 -1.302 -0.601
O 2.517 -1.777 -0.508

No. 2
Here is a structure of composition C2H17O9Zn from the OMol25 dataset. Energies are from ωB97M-V/def2-TZVPD.

Values from the calculation:
- HOMO level (hartree) = -0.4956
- E_LUMO (eV) = -6.5850
- total charge = +1
- E (Eh) = -2542.65925
- orbital gap (Ha) = 0.2536

Cartesian coordinates (Å):
Zn -2.448 0.463 0.697
C 1.582 0.994 1.432
C 0.520 0.165 0.779
O -0.685 0.195 1.270
O 0.814 -0.521 -0.196
H 2.519 0.432 1.422
H 1.283 1.322 2.420
H 1.881 1.845 0.810
O -2.903 -1.456 0.796
H -2.307 -2.148 0.369
H -3.678 -1.943 1.117
O 0.180 3.999 -0.673
H 0.415 3.117 -0.996
H -0.513 4.306 -1.268
O 2.950 -2.521 -0.410
H 3.055 -2.445 -1.365
H 2.322 -1.825 -0.169
O -3.101 0.848 2.613
H -3.126 0.194 3.328
H -3.353 1.696 3.010
O 0.197 -0.592 -3.016
H -0.606 -0.064 -3.042
H 0.371 -0.741 -2.070
O 2.054 1.618 -1.985
H 2.116 0.920 -1.321
H 2.262 1.176 -2.818
O -0.905 -3.158 -0.026
H -0.556 -3.497 -0.863
H -0.340 -2.381 0.157

No. 3
Here is a cluster of 8 separate species, C2H18O8 in total from the OMol25 dataset. Energies are from ωB97M-V/def2-TZVPD.

Values from the calculation:
- HOMO level (hartree) = -0.3358
- E_LUMO (eV) = 0.2052
- energy relative to the best compared isomer or geometry (same formula, charge and spin) (kJ/mol) = 130.53
- E (Eh) = -688.84704
- orbital gap (Ha) = 0.3433

Cartesian coordinates (Å):
C 0.679 0.860 2.630
C 0.120 1.928 2.031
O -1.007 1.728 1.372
H 1.519 0.782 3.276
H 0.127 -0.049 2.750
H 0.800 2.792 1.890
H -0.995 2.164 0.484
O 0.707 0.867 -1.949
H 0.224 0.512 -2.632
H 1.004 0.326 -1.249
O -1.411 -1.209 1.269
H -1.114 -0.310 1.385
H -1.547 -1.344 0.339
O 0.514 -1.697 -2.252
H 0.652 -1.672 -3.248
H 1.467 -1.942 -1.985
O 0.981 -2.702 1.546
H 1.191 -2.018 2.277
H 0.056 -2.473 1.388
O -1.092 3.053 -1.018
H -1.288 2.099 -1.315
H -0.201 3.300 -1.514
O -1.898 -0.069 -1.848
H -1.153 -0.583 -2.053
H -2.637 -0.706 -1.699
O 2.295 -1.711 -0.434
H 2.900 -2.022 0.277
H 1.500 -1.659 0.164

No. 4
Here is a cluster of 8 separate species, C2H19O8 in total from the OMol25 dataset. Energies are from ωB97M-V/def2-TZVPD.

Values from the calculation:
- HOMO level (hartree) = -0.1583
- E_LUMO (eV) = 2.8117
- total charge = -1
- energy relative to the best compared isomer or geometry (same formula, charge and spin) (kJ/mol) = 157.52
- E (Eh) = -689.52462
- orbital gap (Ha) = 0.2617

Cartesian coordinates (Å):
O 33.051 4.153 23.784
H 33.349 4.582 22.958
C 35.424 5.499 19.318
C 35.645 4.916 17.962
O 36.924 5.430 17.525
H 34.523 5.022 19.702
H 35.183 6.562 19.311
H 36.218 5.270 20.029
H 34.905 5.335 17.279
H 35.557 3.837 18.085
H 37.184 5.082 16.669
O 33.449 2.688 27.077
H 33.848 1.836 26.898
H 33.440 3.132 26.229
O 29.467 4.768 24.819
H 30.370 4.464 24.725
H 29.485 5.342 25.584
O 36.237 3.060 24.569
H 35.459 3.492 24.216
H 36.466 3.574 25.343
O 31.368 5.743 21.105
H 31.719 6.632 21.060
H 31.615 5.431 21.976
O 36.495 5.421 27.088
H 36.197 4.955 27.870
H 35.690 5.680 26.641
O 33.911 7.456 24.424
H 33.238 7.882 24.955
H 33.614 6.549 24.342

No. 5
Here is the molecule C2H2 from the OMol25 dataset. Energies are from ωB97M-V/def2-TZVPD.

Values from the calculation:
- HOMO level (hartree) = -0.3919
- E_LUMO (eV) = 1.3687
- energy relative to the best compared isomer or geometry (same formula, charge and spin) (kJ/mol) = 46.37
- E (Eh) = -77.30567
- orbital gap (Ha) = 0.4422

Cartesian coordinates (Å):
C 0.625 -0.091 -0.055
C -0.587 -0.162 0.005
H 1.704 0.056 0.089
H -1.742 0.196 -0.039

No. 6
Here is a structure of composition C2H20HfO15 from the OMol25 dataset. Energies are from ωB97M-V/def2-TZVPD.

Values from the calculation:
- HOMO level (hartree) = -0.5694
- E_LUMO (eV) = -7.6358
- total charge = +2
- energy relative to the best compared isomer or geometry (same formula, charge and spin) (kJ/mol) = 0.00
- E (Eh) = -1264.39342
- orbital gap (Ha) = 0.2888

Cartesian coordinates (Å):
Hf 23.776 16.624 5.967
C 23.903 18.581 7.561
O 24.694 18.212 6.668
O 24.143 19.397 8.566
O 22.908 17.998 7.296
H 23.373 19.549 9.127
C 24.873 15.259 7.801
O 23.687 15.522 7.684
O 25.531 14.820 8.865
O 25.435 15.598 6.734
H 25.000 14.539 9.606
O 23.963 11.316 10.069
H 24.335 11.980 10.666
H 23.390 11.813 9.459
O 26.511 12.175 8.784
H 26.389 11.940 9.691
H 26.238 13.076 8.565
O 21.641 16.062 6.084
H 21.207 15.768 5.301
H 21.028 15.860 6.851
O 26.795 14.805 4.167
H 26.778 14.264 3.432
H 26.750 14.203 4.877
O 23.763 14.736 4.849
H 23.454 13.898 5.207
H 23.817 14.464 3.868
O 20.623 16.068 8.396
H 20.044 15.367 8.795
H 21.468 15.906 8.853
O 22.503 15.315 10.068
H 23.085 15.341 10.834
H 22.158 14.448 10.033
O 25.453 16.945 4.318
H 25.257 17.191 3.441
H 26.076 16.222 4.246
O 24.712 13.249 11.575
H 24.394 14.008 12.090
H 24.924 12.547 12.148

No. 7
Here is a cluster of 8 separate species, C2H20O8 in total from the OMol25 dataset. Energies are from ωB97M-V/def2-TZVPD.

Values from the calculation:
- HOMO level (hartree) = -0.3560
- E_LUMO (eV) = 0.1414
- energy relative to the best compared isomer or geometry (same formula, charge and spin) (kJ/mol) = 221.52
- E (Eh) = -690.03349
- orbital gap (Ha) = 0.3612

Cartesian coordinates (Å):
C -0.963 0.826 -0.197
O 0.440 0.623 -0.265
H -1.168 1.342 0.741
H -1.291 1.465 -1.029
H -1.602 -0.046 -0.372
H 0.795 0.737 0.624
C -1.709 -3.088 0.731
O -2.598 -2.751 -0.304
H -0.683 -2.797 0.496
H -1.906 -2.514 1.646
H -1.717 -4.149 0.996
H -3.474 -2.576 0.039
O 2.201 0.332 2.070
H 2.035 -0.399 2.677
H 2.093 1.128 2.604
O -3.710 0.422 1.642
H -4.255 -0.247 1.217
H -4.297 1.176 1.755
O -0.631 4.381 -0.324
H -1.458 4.218 0.138
H -0.855 5.021 -1.007
O 3.832 -0.028 -0.163
H 4.666 0.403 0.045
H 3.329 -0.017 0.670
O 1.759 -1.839 -1.710
H 1.285 -2.574 -2.111
H 1.082 -1.281 -1.304
O 3.137 0.489 -2.888
H 2.851 1.371 -2.631
H 2.812 0.373 -3.787

No. 8
Here is a cluster of 9 separate species, C2H22O9 in total from the OMol25 dataset. Energies are from ωB97M-V/def2-TZVPD.

Values from the calculation:
- HOMO level (alpha / beta) (hartree) = 0.0125 / -0.2771
- E_LUMO (alpha / beta) (eV) = 2.5547 / 2.7673
- total charge = -1
- energy relative to the best compared isomer or geometry (same formula, charge and spin) (kJ/mol) = 53.85
- E (Eh) = -766.50249
- spin multiplicity = 2
- orbital gap (alpha / beta) (Ha) = 0.0814 / 0.3788

Cartesian coordinates (Å):
C 0.287 1.263 0.171
C 1.081 0.361 1.048
O 0.871 -0.981 0.635
H 0.543 2.311 0.325
H -0.771 1.167 0.414
H 0.292 0.884 -0.852
H 0.728 0.374 2.079
H 2.112 0.711 1.095
H 1.429 -1.086 -0.139
O -1.856 1.460 -2.745
H -2.473 0.741 -2.608
H -1.534 1.333 -3.637
O 0.102 3.306 -2.721
H 0.200 3.424 -3.666
H -0.434 2.518 -2.632
O -2.634 2.951 -0.130
H -2.300 2.088 -0.373
H -3.361 3.106 -0.733
O -2.263 0.332 3.046
H -1.718 0.391 3.831
H -2.225 1.208 2.662
O 3.749 -1.875 1.211
H 3.770 -2.822 1.074
H 2.844 -1.626 1.021
O -1.964 -2.607 -0.109
H -1.433 -2.906 -0.847
H -1.415 -2.758 0.660
O -0.619 -2.748 2.146
H -0.031 -3.484 2.313
H -0.055 -2.067 1.779
O 2.647 -1.598 -1.363
H 3.304 -0.945 -1.606
H 3.127 -2.426 -1.345

No. 9
Here is a cluster of 11 separate species, C2H25O10S in total from the OMol25 dataset. Energies are from ωB97M-V/def2-TZVPD.

Values from the calculation:
- HOMO level (hartree) = -0.1596
- E_LUMO (eV) = 2.7541
- total charge = -1
- energy relative to the best compared isomer or geometry (same formula, charge and spin) (kJ/mol) = 184.83
- E (Eh) = -1241.77244
- orbital gap (Ha) = 0.2608

Cartesian coordinates (Å):
C 1.172 0.979 0.434
C -0.015 0.061 0.754
S 0.192 -1.051 2.311
H 1.941 0.890 1.246
H 0.790 2.060 0.519
H 1.576 0.782 -0.498
H -0.077 -0.764 -0.112
H -0.807 0.730 0.980
H -1.523 2.029 -2.375
H -0.641 3.153 -2.173
O -1.229 2.758 -2.909
H 1.473 -3.513 2.191
H -0.041 -3.300 2.020
O 0.697 -3.919 1.884
H -2.234 -0.421 -1.872
H -0.814 -0.596 -1.185
O -1.557 0.122 -1.423
H 0.965 1.029 -2.620
H 0.457 1.622 -3.894
O 1.238 1.647 -3.322
H -1.144 2.139 -0.461
H -2.112 3.296 -0.160
O -1.204 3.074 -0.340
H 3.078 -0.794 0.866
H 3.817 -1.244 2.095
O 3.757 -1.491 1.111
H 2.046 -2.341 0.087
H 0.845 -3.381 0.186
O 1.356 -2.733 -0.407
H 0.048 1.838 2.712
H 0.089 0.943 3.881
O 0.233 1.862 3.691
H -1.438 -2.798 -0.794
H -0.179 -2.567 -1.499
O -1.083 -2.608 -1.588
H -3.646 0.732 0.927
H -2.663 0.610 -0.319
O -3.365 1.165 0.054